Record 1
This record from the OMol25 dataset describes an isolated molecule of C2H2OS at a distorted geometry. The level of theory is ωB97M-V with the def2-TZVPD basis set.

Structure (XYZ):
```
6
C2H2OS (ωB97M-V with the def2-TZVPD basis set)
S 0.664 -1.488 -1.299
O -0.638 1.541 0.732
C 0.162 0.722 0.316
C -0.321 -0.744 -0.296
H -1.132 -1.112 0.288
H 1.264 1.080 0.260
```

As for the energy relative to the best compared isomer or geometry (same formula, charge and spin): 13.2 kcal/mol. The calculation puts the molar mass at 74.10 g/mol. The HOMO-LUMO gap comes out at 7.99 eV. As for the SMILES: O=CC=S.

The computed Löwdin charges, all in e, follow: atom 1 (S): 0.72, atom 2 (O): 0.01, atom 3 (C): -0.28, atom 4 (C): -0.61, atom 5 (H): 0.03, atom 6 (H): 0.13

=====

Record 2
This record from the OMol25 dataset describes a structure of composition C21H45N2P3PrSSe at a distorted geometry. The level of theory is ωB97M-V with the def2-TZVPD basis set.

Structure (XYZ):
```
74
C21H45N2P3PrSSe (ωB97M-V with the def2-TZVPD basis set)
Pr 1.091 0.993 -1.968
Se -1.086 -1.478 -2.403
S 3.130 -1.165 -1.827
P -0.503 -1.132 1.253
P 1.417 1.872 1.065
P -2.084 1.545 -0.366
N 4.633 -1.699 0.404
N 2.766 -3.062 0.181
C -2.852 2.695 -1.579
C 1.175 2.738 -4.644
C -2.408 2.534 1.156
C 1.366 3.687 0.665
C -1.663 -1.166 -4.174
C 4.786 -3.931 1.520
C -1.502 -0.675 2.759
C 3.234 1.652 1.188
C -0.888 0.274 -5.892
C 3.504 -1.972 -0.281
C 0.824 -1.946 2.253
C 1.333 2.780 -5.994
C -3.018 -0.954 -4.528
C -2.228 0.562 -6.178
C -0.575 -0.716 -4.931
C 5.005 -2.431 1.649
C -1.435 -2.721 1.063
C -3.309 -0.092 -5.595
C 1.010 1.904 2.859
C 3.447 -4.213 0.867
C -3.525 0.386 -0.263
H 3.750 2.455 1.743
H -2.363 1.891 2.046
H -2.522 -0.368 2.509
H -3.371 -0.402 -1.028
H -3.391 3.032 1.128
H 0.497 -0.916 -4.655
H 1.175 3.571 -6.753
H -0.933 -3.438 0.412
H 3.603 -5.012 0.143
H 1.219 3.529 -3.857
H 1.164 0.897 3.282
H 4.745 -4.273 2.566
H 3.460 0.703 1.694
H 3.697 1.587 0.193
H 4.425 -2.053 2.525
H 5.650 -4.440 1.051
H -2.399 1.370 -6.905
H 1.551 -2.339 1.557
H 2.802 -4.649 1.648
H -3.634 -0.060 0.746
H 1.370 -1.249 2.905
H 2.263 -3.446 -0.644
H -1.051 0.148 3.313
H -0.064 0.783 -6.345
H -1.636 3.310 1.272
H -3.787 -1.277 -3.858
H -2.438 -2.624 0.631
H -3.934 2.669 -1.341
H -4.315 0.136 -5.910
H -1.267 0.437 -2.615
H -2.425 3.671 -1.303
H -1.602 -1.520 3.458
H 2.150 4.165 1.262
H 5.026 -0.745 0.251
H -0.021 2.251 3.061
H -2.652 2.452 -2.639
H 1.576 3.879 -0.400
H -4.436 0.976 -0.492
H -1.554 -3.201 2.045
H 1.707 2.610 3.344
H 0.487 -2.820 2.839
H 0.408 4.175 0.902
H 6.058 -2.179 1.921
H 1.166 1.671 -4.254
H 1.766 1.782 -6.363
```

As for the expectation value of S²: 2.022. The calculation puts the molar mass at 670.46 g/mol. As for the net charge: +3. The HOMO-LUMO gap (alpha / beta) comes out at 5.13 / 6.11 eV. As for the multiplicity: 3.

The computed Löwdin charges, all in e, follow: atom 1 (Pr): 0.70, atom 2 (Se): 0.94, atom 3 (S): 0.59, atom 4 (P): 0.80, atom 5 (P): 0.72, atom 6 (P): 0.73, atom 7 (N): 0.05, atom 8 (N): 0.00, atom 9 (C): -0.28, atom 10 (C): -0.10, atom 11 (C): -0.26, atom 12 (C): -0.25, atom 13 (C): -0.64, atom 14 (C): -0.15, atom 15 (C): -0.28, atom 16 (C): -0.28, atom 17 (C): -0.06, atom 18 (C): -0.67, atom 19 (C): -0.29, atom 20 (C): 0.03, atom 21 (C): -0.07, atom 22 (C): -0.04, atom 23 (C): -0.18, atom 24 (C): -0.14, atom 25 (C): -0.31, atom 26 (C): -0.02, atom 27 (C): -0.23, atom 28 (C): -0.14, atom 29 (C): -0.26, atom 30 (H): 0.08, atom 31 (H): 0.03, atom 32 (H): 0.02, atom 33 (H): 0.00, atom 34 (H): 0.08, atom 35 (H): 0.11, atom 36 (H): 0.11, atom 37 (H): 0.03, atom 38 (H): 0.13, atom 39 (H): 0.08, atom 40 (H): 0.03, atom 41 (H): 0.13, atom 42 (H): 0.04, atom 43 (H): 0.03, atom 44 (H): 0.13, atom 45 (H): 0.14, atom 46 (H): 0.13, atom 47 (H): -0.03, atom 48 (H): 0.13, atom 49 (H): 0.04, atom 50 (H): 0.04, atom 51 (H): 0.14, atom 52 (H): 0.02, atom 53 (H): 0.07, atom 54 (H): 0.02, atom 55 (H): 0.11, atom 56 (H): 0.04, atom 57 (H): 0.06, atom 58 (H): 0.13, atom 59 (H): 0.01, atom 60 (H): 0.05, atom 61 (H): 0.07, atom 62 (H): 0.06, atom 63 (H): 0.15, atom 64 (H): 0.05, atom 65 (H): 0.04, atom 66 (H): 0.03, atom 67 (H): 0.06, atom 68 (H): 0.05, atom 69 (H): 0.08, atom 70 (H): 0.07, atom 71 (H): 0.05, atom 72 (H): 0.15, atom 73 (H): -0.05, atom 74 (H): 0.11